Run 1
18
Properties=species:S:1:pos:R:3:mulliken_charge:R:1 method="wB97M-V/def2-TZVPD" multiplicity=2 total_charge=-1 homo_lumo_gap_ev="3.8 / 6.7" e_lumo_ev="4.1 / 4.1"
O -0.46 0.78 -2.79 -0.701
N -0.12 -1.30 -0.32 -0.286
C -0.87 0.61 0.92 -0.189
C 0.11 -0.09 0.29 0.103
C 1.53 0.45 0.18 -0.517
C -2.25 0.02 1.23 -1.074
C 2.70 -0.32 0.08 -0.958
H -0.57 1.43 1.58 0.268
H -2.47 -0.68 0.41 0.268
H 0.12 1.47 -3.10 0.307
H -0.88 -1.90 -0.06 0.136
H 0.55 -1.67 -0.98 0.193
H 1.74 1.24 0.89 0.151
H -3.09 0.77 1.22 0.293
H 3.58 0.06 0.61 0.231
H -0.49 0.79 -1.82 0.369
H -2.07 -0.47 2.19 0.215
H 2.91 -1.21 -0.52 0.190


Run 2
18
Properties=species:S:1:pos:R:3:mulliken_charge:R:1 method="wB97M-V/def2-TZVPD" multiplicity=2 total_charge=-1 homo_lumo_gap_ev="3.4 / 7.4" e_lumo_ev="4.0 / 3.8"
O 3.94 1.08 0.91 -0.959
N -0.75 0.15 2.22 -0.535
C -1.18 -1.14 -1.34 -0.316
C -0.63 -0.73 -0.03 -0.092
C -1.45 0.08 -2.27 -1.204
C 0.43 0.10 2.75 -0.533
C -0.88 0.31 0.82 -0.382
H -2.14 -0.11 -3.09 0.388
H -1.43 1.16 0.44 0.210
H -0.56 0.35 -2.86 0.304
H 1.25 -0.13 2.03 0.142
H -0.52 -1.88 -1.76 0.266
H 3.64 0.70 0.09 0.361
H 0.71 0.12 3.79 0.323
H -2.23 -1.52 -1.24 0.183
H -1.81 0.98 -1.76 0.311
H 0.21 -1.38 0.29 0.095
H 3.39 1.87 1.01 0.439


Run 3
18
Properties=species:S:1:pos:R:3:mulliken_charge:R:1 method="wB97M-V/def2-TZVPD" multiplicity=2 total_charge=-1 homo_lumo_gap_ev="2.6 / 8.4" e_lumo_ev="3.7 / 3.6"
O 2.60 -3.39 0.28 -1.632
N -0.49 0.89 1.07 -0.391
C 0.91 0.84 -0.99 -0.891
C -1.72 0.36 0.75 -0.232
C 0.66 1.04 -2.27 -0.578
C 0.27 1.66 0.11 -1.232
C -2.33 -0.61 1.43 -0.894
H 0.06 0.33 1.71 0.452
H 1.04 2.20 0.66 0.586
H 2.00 -3.95 0.81 0.727
H 1.61 0.11 -0.61 0.556
H -3.28 -1.00 1.09 0.334
H -2.17 0.86 -0.10 0.188
H -1.80 -1.09 2.25 0.441
H -0.06 1.79 -2.59 0.258
H 1.14 0.43 -3.01 0.502
H -0.40 2.38 -0.35 0.352
H 1.97 -2.85 -0.24 0.455


Run 4
18
Properties=species:S:1:pos:R:3:mulliken_charge:R:1 method="wB97M-V/def2-TZVPD" multiplicity=2 total_charge=-1 homo_lumo_gap_ev="3.7 / 7.1" e_lumo_ev="4.1 / 4.0"
O 1.28 -2.18 1.00 -0.564
N -1.53 -0.05 0.47 -0.474
C -2.20 0.89 -0.38 -0.952
C 0.09 -1.75 0.94 -0.843
C -0.20 -0.58 -0.03 -0.043
C 0.81 0.56 -0.16 -0.441
C 2.29 0.15 -0.37 -1.024
H -0.42 -1.05 -1.03 0.287
H -0.79 -2.31 1.29 0.269
H 2.59 0.09 -1.44 0.271
H -3.28 0.87 -0.19 0.313
H 2.95 0.93 0.06 0.319
H 0.48 1.25 -0.94 0.239
H -1.45 0.20 1.44 0.535
H -1.85 1.95 -0.38 0.257
H 2.56 -0.63 0.31 0.292
H 0.66 1.00 0.84 0.232
H -1.98 0.66 -1.43 0.327


Which of the structures shown above is the most stable? The most stable is run 4.